21
Properties=species:S:1:pos:R:3:forces:R:3 method="wB97M-V/def2-TZVPD" smiles="C=C(C)C.CNN" homo_ev=-6.320 e_above_lowest_kcal_mol=112.8
C 1.03000 1.22686 0.22758 0.064 -2.134 -0.451
C 1.21373 -0.10939 -0.05167 3.606 2.285 1.151
C 1.94756 -0.49973 -1.32075 -0.724 -0.167 -0.270
C 1.46664 -1.06249 1.10066 -0.878 -0.181 -0.066
H 1.05847 1.96930 -0.55552 0.007 0.067 -0.142
H 0.65804 1.55170 1.18793 0.008 -0.001 0.117
H 1.59044 -1.46938 -1.67308 0.048 -0.011 -0.129
H 3.02167 -0.59686 -1.14802 -0.058 0.037 0.163
H 1.79283 0.23308 -2.11251 0.006 -0.027 -0.029
H 1.10550 -2.06213 0.85327 0.016 -0.088 0.109
H 0.96824 -0.72822 2.01017 -0.054 -0.038 0.008
H 2.53327 -1.14572 1.32243 -0.006 0.092 -0.213
C -2.15752 -0.45093 0.68511 0.649 0.500 -0.675
N -1.52524 0.32891 -0.36714 1.378 -4.190 0.471
N -2.25259 1.53414 -0.54350 1.105 1.408 0.082
H -3.17093 -0.75479 0.39347 -0.097 -0.135 0.148
H -2.21408 0.09903 1.63229 -0.143 0.080 0.183
H -1.54424 -1.33774 0.84057 -0.175 -0.178 0.084
H -0.33966 -0.07255 -0.46632 -4.797 3.206 -0.109
H -3.25401 1.35480 -0.62641 0.302 -0.448 -0.405
H -1.92812 1.99213 -1.38854 -0.256 -0.075 -0.027

=====

86
Properties=species:S:1:pos:R:3:forces:R:3 method="wB97M-V/def2-TZVPD" homo_ev=-8.590 e_above_lowest_kcal_mol=0.0
Rb 4.74452 0.84384 2.17896 -0.773 -0.082 -0.053
O 0.53597 -0.00817 -0.28391 0.067 -0.488 0.959
C 1.18765 -0.52333 0.84516 0.506 -0.759 0.533
O 0.43944 -1.21240 1.58237 0.417 0.436 -0.317
O 2.41595 -0.28608 0.96765 -0.318 0.379 -0.160
H -0.32748 -0.38553 -0.02486 -0.212 0.479 -0.896
C 3.62943 4.18796 -2.83561 -0.251 0.042 -0.018
C 2.88439 2.88065 -2.70395 0.352 -0.062 0.034
O 2.21645 2.43134 -3.60407 0.034 -0.006 -0.106
C 3.04484 2.12891 -1.39539 -0.223 -0.132 -0.247
H 3.50217 4.62022 -3.82431 -0.101 -0.089 -0.044
H 4.69398 4.03725 -2.65299 -0.008 0.041 0.178
H 3.22251 4.88220 -2.09452 0.208 0.019 0.028
H 2.62839 2.68190 -0.55028 0.188 0.161 -0.034
H 4.10574 1.91088 -1.23396 -0.034 0.151 0.113
H 2.50458 1.19183 -1.45578 -0.052 0.093 0.067
C -0.83135 0.51633 -6.23110 0.308 0.757 -0.555
C -1.21567 0.50286 -4.78393 0.255 -0.589 0.055
O -2.32242 0.83466 -4.42686 0.215 -0.935 -0.977
C -0.18241 -0.00620 -3.81699 0.062 0.003 0.212
H -1.40828 1.28095 -6.75457 -0.157 -0.181 0.044
H -1.01129 -0.44603 -6.70818 -0.048 -0.122 0.137
H 0.22159 0.77270 -6.37062 0.008 -0.202 0.124
H 0.02023 -1.06403 -4.00286 0.130 0.042 -0.172
H -0.51082 0.11597 -2.78671 -0.150 -0.585 -0.304
H 0.74288 0.56902 -3.91376 -0.034 -0.152 -0.161
C -0.53853 2.54727 -1.78766 0.635 0.123 0.652
C -1.74492 3.34595 -2.17819 -0.570 -0.629 -0.409
O -1.69786 4.54185 -2.32175 0.095 0.621 0.100
C -2.97717 2.53361 -2.48648 -0.254 0.357 0.848
H -0.45552 2.40032 -0.70404 -0.407 0.096 -0.002
H 0.36975 3.09013 -2.05063 -0.178 -0.087 -0.244
H -0.54042 1.54326 -2.20129 -0.010 0.677 0.122
H -3.88030 3.13592 -2.53589 0.072 0.256 0.006
H -3.11195 1.76573 -1.71515 0.043 -0.026 -0.084
H -2.83158 1.98469 -3.41972 -0.211 0.653 0.698
C -4.07829 -0.25060 3.21328 -0.619 0.220 0.312
C -3.09347 0.82893 2.86122 0.303 -0.486 -0.245
O -2.66148 1.56889 3.71083 0.120 0.345 0.314
C -2.64979 0.90995 1.42754 -0.040 0.185 0.208
H -4.02103 -0.45986 4.27969 0.146 -0.137 -0.026
H -3.99772 -1.15190 2.61050 0.134 0.019 -0.072
H -5.08340 0.16397 3.05728 0.093 -0.081 -0.163
H -3.50339 0.75038 0.77026 0.125 0.098 -0.194
H -1.93540 0.10945 1.23550 -0.056 -0.187 0.096
H -2.13909 1.85701 1.26492 -0.170 0.074 -0.153
C -2.35536 -3.53273 0.90239 -0.562 0.296 -0.155
C -2.14625 -2.62779 -0.28823 0.235 -0.071 0.218
O -2.84302 -1.65406 -0.45628 -0.029 0.159 -0.115
C -1.01055 -2.97051 -1.22623 -0.687 -0.086 0.249
H -2.53573 -4.55082 0.55472 0.299 -0.109 0.168
H -3.24999 -3.19336 1.42534 0.071 -0.020 0.061
H -1.50125 -3.46132 1.57406 0.122 -0.198 -0.132
H -0.09071 -2.61745 -0.75896 0.064 -0.046 -0.110
H -1.20770 -2.47383 -2.16932 0.272 0.076 -0.147
H -0.97437 -4.05230 -1.35874 0.237 0.034 -0.063
C 0.65226 1.99553 3.13232 0.077 -0.616 -0.202
C 1.73397 2.02342 4.17145 0.041 0.732 0.044
O 2.86269 2.41773 3.90617 0.059 -0.587 -0.167
C 1.33523 1.73028 5.58793 0.156 0.059 0.118
H 0.16399 2.96959 3.08954 0.009 0.056 0.060
H -0.10770 1.24853 3.35798 -0.041 0.117 0.079
H 1.07837 1.75249 2.15862 0.052 0.195 -0.007
H 2.19891 1.70706 6.24831 0.063 -0.009 -0.079
H 0.77764 0.80075 5.67282 -0.068 0.036 -0.023
H 0.68635 2.55198 5.90694 -0.119 -0.120 -0.009
C 2.78613 -3.38279 -1.56499 -0.594 0.158 0.104
C 2.56406 -2.51647 -2.77817 0.232 0.140 0.048
O 2.04653 -2.94903 -3.77763 -0.242 -0.126 -0.284
C 3.01488 -1.08032 -2.66251 -0.302 -0.279 0.183
H 3.74692 -3.17251 -1.10216 0.061 -0.157 0.068
H 2.63072 -4.42792 -1.81533 0.286 -0.074 -0.065
H 2.00243 -3.12350 -0.84025 0.266 0.094 0.045
H 2.66780 -0.49672 -3.50783 0.119 -0.004 -0.132
H 4.10529 -1.07086 -2.59907 -0.003 0.147 0.066
H 2.58859 -0.66481 -1.74489 0.230 -0.117 0.004
C -0.61711 -4.15163 4.28823 -0.472 -0.229 -0.199
C -0.05372 -2.85083 4.77979 0.092 0.170 -0.085
O 1.00288 -2.80988 5.35880 0.424 -0.019 0.246
C -0.86276 -1.61088 4.53070 0.030 -0.375 -0.089
H -0.40870 -4.27886 3.22251 0.193 0.098 0.081
H -1.70856 -4.16724 4.37173 0.092 -0.017 0.096
H -0.18216 -4.98265 4.83434 0.044 -0.038 0.020
H -0.27750 -0.74115 4.79743 -0.029 0.108 0.013
H -1.75346 -1.68096 5.15953 -0.137 0.176 -0.181
H -1.11850 -1.57677 3.46977 -0.184 0.140 0.071

=====

112
Properties=species:S:1:pos:R:3:forces:R:3 method="wB97M-V/def2-TZVPD" charge=-2 multiplicity=2 homo_ev="1.336 / -1.359" e_above_lowest_kcal_mol=27.0
Hg 1.22266 1.99807 0.48060 0.237 0.029 0.610
O 0.79022 2.68635 -1.89598 -0.104 0.020 -0.005
C 1.24824 3.57355 -2.66715 0.008 -0.068 -0.065
C 1.23914 3.35648 -4.09045 0.001 -0.001 -0.050
C 1.70639 4.27691 -4.99262 -0.008 -0.043 -0.063
C 2.23273 5.50559 -4.56965 -0.005 0.028 0.026
C 2.26126 5.74875 -3.21118 0.067 0.087 -0.031
C 1.80071 4.83990 -2.25389 0.042 0.136 0.102
C 1.90839 5.27414 -0.86723 -0.035 -0.081 0.080
N 1.60066 4.61124 0.17158 0.023 0.113 -0.302
C 1.73218 5.24072 1.46569 -0.052 0.064 0.036
C 2.10162 4.19392 2.52536 0.064 0.148 0.066
N 1.15438 3.12729 2.52354 0.493 0.097 -0.147
C 0.13843 3.24471 3.37201 -0.296 -0.056 0.061
C -1.13679 2.66143 3.26249 -0.089 0.012 -0.078
C -2.01108 2.74340 4.37881 -0.028 0.060 0.113
C -3.34890 2.40024 4.32390 -0.091 0.037 0.204
C -3.89379 1.96296 3.12454 -0.014 -0.048 -0.030
C -3.05479 1.83166 2.00914 -0.140 -0.015 -0.036
C -1.68250 2.08400 2.03624 0.247 0.232 0.162
O -0.96860 1.84222 0.96831 -0.012 -0.197 -0.365
H 0.83887 2.40400 -4.41922 0.004 -0.015 -0.025
H 1.66919 4.04549 -6.05422 -0.001 0.001 0.012
H 2.60038 6.23624 -5.27912 0.004 -0.001 0.000
H 2.66449 6.69339 -2.84905 -0.015 -0.032 -0.018
H 2.31024 6.30251 -0.75819 -0.060 -0.084 0.033
H 2.46192 6.06963 1.43608 -0.011 0.003 0.039
H 0.75315 5.64868 1.74703 0.029 -0.009 -0.002
H 3.10388 3.81347 2.29383 0.039 -0.017 -0.010
H 2.15885 4.71295 3.50317 0.004 -0.062 -0.017
H 0.29727 3.88234 4.25608 -0.020 -0.008 0.064
H -1.59607 3.13281 5.30464 0.002 -0.006 0.046
H -3.96981 2.49412 5.20980 -0.008 0.008 0.026
H -4.94657 1.72213 3.04421 -0.072 -0.011 -0.008
H -3.47799 1.54208 1.05720 0.004 -0.130 -0.132
C -3.87851 -5.57556 -2.41622 -0.002 -0.029 0.021
S -2.78243 -4.77400 -3.60009 0.005 0.012 0.004
C -1.18077 -5.01163 -2.78410 0.041 -0.037 -0.050
C -0.99139 -4.37384 -1.41327 0.077 0.023 0.053
C -1.03251 -2.85052 -1.48374 -0.092 0.057 -0.103
N -1.17764 -2.15737 -0.19500 -0.071 -0.107 0.135
P -2.50248 -1.07127 0.01587 -0.089 -0.003 -0.195
C -3.89530 -2.24947 0.20174 0.020 0.092 0.005
C -5.20012 -1.88336 -0.13591 0.008 0.032 -0.073
C -6.27685 -2.68411 0.20791 -0.038 -0.087 0.069
C -6.07736 -3.85782 0.92553 -0.022 0.028 -0.025
C -4.78938 -4.21346 1.30181 -0.020 -0.060 -0.039
C -3.71220 -3.41724 0.94311 0.041 -0.009 -0.020
C -2.74910 -0.34306 -1.64872 -0.125 0.027 0.056
C -2.00264 0.81452 -1.87813 -0.042 -0.054 0.007
C -2.03347 1.43415 -3.11895 -0.060 0.045 -0.115
C -2.83475 0.92284 -4.12934 0.011 0.043 -0.005
C -3.59595 -0.21873 -3.90547 -0.015 -0.036 -0.017
C -3.54954 -0.85091 -2.67274 0.074 -0.112 -0.054
P 0.32914 -1.41496 0.36149 0.106 -0.030 -0.232
C 1.39717 -2.91964 0.20602 0.136 0.042 0.171
C 1.30690 -4.03490 1.04328 -0.077 0.091 -0.074
C 2.12720 -5.13291 0.85119 0.069 0.010 -0.089
C 3.05515 -5.13092 -0.18746 0.037 0.029 -0.045
C 3.16413 -4.02406 -1.02018 0.004 -0.153 0.091
C 2.34432 -2.92129 -0.81433 -0.060 -0.043 0.109
C 0.20863 -1.32607 2.18943 -0.072 0.037 -0.102
C -0.91802 -0.85036 2.85446 -0.052 0.087 0.044
C -0.87290 -0.56731 4.21212 -0.031 -0.044 0.078
C 0.29765 -0.75391 4.92820 0.011 0.001 0.011
C 1.43343 -1.21162 4.27333 0.018 0.025 0.042
C 1.39043 -1.48376 2.91711 0.103 -0.047 0.005
H -4.83473 -5.72522 -2.91546 -0.012 0.016 0.003
H -4.03887 -4.96293 -1.53205 0.003 0.045 0.077
H -3.48376 -6.54973 -2.12300 0.006 -0.001 -0.006
H -0.46352 -4.58452 -3.48944 0.035 -0.011 -0.010
H -0.97872 -6.08447 -2.73295 -0.025 0.002 -0.008
H -0.02425 -4.71869 -1.03737 -0.077 0.033 0.038
H -1.74593 -4.72643 -0.70824 -0.081 -0.028 -0.015
H -1.86345 -2.57200 -2.13392 0.016 -0.002 0.058
H -0.13159 -2.48691 -1.99533 0.004 -0.015 -0.084
H -5.37434 -0.95708 -0.67115 0.004 -0.018 0.025
H -7.27874 -2.38194 -0.07297 -0.009 -0.010 0.001
H -6.92039 -4.47844 1.20331 -0.009 -0.009 0.000
H -4.61951 -5.11386 1.88191 -0.016 0.015 -0.007
H -2.70988 -3.68253 1.25595 0.031 -0.013 -0.012
H -1.41048 1.24130 -1.07931 0.076 0.064 0.142
H -1.42667 2.31601 -3.27507 0.036 0.008 0.016
H -2.86856 1.41417 -5.09528 0.011 -0.004 -0.003
H -4.21131 -0.63061 -4.69777 -0.003 0.009 0.005
H -4.11152 -1.76662 -2.52277 -0.003 0.041 -0.015
H 0.57956 -4.03746 1.84720 0.007 0.038 -0.003
H 2.04516 -5.99117 1.50780 0.013 -0.007 -0.009
H 3.70281 -5.98799 -0.33659 -0.021 0.018 -0.007
H 3.89554 -4.00902 -1.81898 0.009 -0.024 0.007
H 2.44168 -2.04602 -1.44585 -0.014 0.032 0.005
H -1.82172 -0.60603 2.31054 0.096 -0.057 0.124
H -1.74953 -0.14291 4.68463 -0.015 0.018 0.004
H 0.33859 -0.50524 5.98211 -0.003 0.004 -0.004
H 2.36658 -1.32931 4.81190 0.001 -0.001 0.005
H 2.29682 -1.80602 2.41805 0.006 -0.008 -0.005
C 5.41424 2.10724 1.78791 -0.007 -0.025 -0.049
Si 4.71363 1.58579 0.10717 0.054 0.127 -0.029
C 4.79914 3.05950 -1.05491 0.013 -0.054 0.077
C 5.94262 0.30015 -0.56653 -0.038 0.066 0.076
C 3.04207 0.84485 0.21314 -0.210 -0.205 -0.292
H 6.49567 1.95150 1.81166 0.051 0.014 0.021
H 4.96852 1.52631 2.59638 -0.025 -0.057 0.040
H 5.22234 3.15872 2.00220 -0.028 0.045 -0.008
H 5.83297 3.31956 -1.29300 0.071 0.031 -0.019
H 4.31828 3.92950 -0.60756 -0.036 0.034 0.033
H 4.27137 2.85696 -1.98708 -0.039 -0.031 -0.090
H 6.95868 0.69884 -0.60811 0.081 0.027 -0.011
H 5.66333 -0.01849 -1.57097 -0.049 -0.013 -0.107
H 5.95252 -0.58788 0.06772 0.006 -0.075 0.064
H 3.03135 0.08450 1.00277 -0.010 -0.004 0.004
H 2.86478 0.32381 -0.73593 -0.003 -0.037 0.012

=====

12
Properties=species:S:1:pos:R:3:forces:R:3 method="wB97M-V/def2-TZVPD" homo_ev=-9.677 e_above_lowest_kcal_mol=43.2
N 0.46532 1.29034 0.97728 0.163 0.054 -0.046
C 0.16870 0.23214 0.09194 0.115 0.008 0.025
C -1.20559 0.11093 -0.54592 -0.089 0.024 -0.098
C -0.66435 -1.03156 0.21289 -0.215 -0.027 0.216
O 0.26412 -1.76668 -0.62037 0.032 -0.101 -0.021
C 1.13720 -0.69387 -0.59060 0.470 0.150 -0.102
O 2.29366 -0.68188 -0.87296 -0.493 -0.017 -0.029
H 0.51504 2.16507 0.46470 -0.007 -0.060 0.138
H 1.36187 1.14546 1.43047 -0.121 0.011 0.021
H -1.92862 0.71320 -0.00198 0.042 -0.079 -0.104
H -1.33970 0.05938 -1.62142 0.073 -0.070 0.095
H -1.06766 -1.54253 1.07596 0.031 0.106 -0.094

=====

Number 1: energy -308.2433 Eh. Number 2: energy -1833.7376 Eh. Number 3: energy -3700.0534 Eh. Number 4: energy -360.6006 Eh.